Formula: C4H6O
Source: the Open Molecules 2025 dataset
Level of theory: ωB97M-V/def2-TZVPD

Its energy above the lowest of the compared OMol25 structures with the same formula, charge and spin is 185.1 kJ/mol. The SMILES is OC=C1CC1. For the orbital gap, the calculation gives 10.148 eV. For the electronic energy, the calculation gives -6289.9995 eV. The LUMO energy is 0.98 eV. As for the HOMO energy: -9.17 eV.

Structure (ORCA input):
```
! RIJCOSX wB97M-V def2-TZVPD def2/J DEFGRID3
* xyz 0 1
O -1.318 1.609 -0.356
C 0.860 0.203 0.497
C 0.803 -1.286 0.289
C -0.336 -0.453 -0.103
C -1.390 0.229 -0.501
H -0.611 1.922 -0.930
H 1.495 0.814 -0.146
H 0.691 0.622 1.489
H 1.422 -1.674 -0.513
H 0.737 -1.912 1.174
H -2.354 -0.075 -0.899
*
```

Mulliken atomic charge list, values in e, 8 entries: atom 1 (O): -0.50, atom 2 (C): -0.60, atom 3 (C): -0.45, atom 4 (C): 0.24, atom 5 (C): -0.30, atom 6 (H): 0.33, atom 7 (H): 0.28, atom 8 (H): 0.21